C66H55As2BrHgN7O11S | ωB97M-V/def2-TZVPD

Geometry as XYZ:
```
144
Properties=species:S:1:pos:R:3
Hg -0.02007 0.02098 -0.42640
O -4.56708 1.93462 3.78266
C -3.68358 1.57744 2.80868
C -3.75870 0.35327 2.16420
C -2.83663 0.06088 1.17848
N -1.85316 0.90106 0.85397
C -1.76871 2.06753 1.48824
C -2.68431 2.46227 2.44643
C -0.60373 2.98753 1.17735
O -0.80439 4.19538 1.30879
O 0.48250 2.41272 0.84332
C -2.98730 -1.24573 0.36953
O -3.82711 -2.05521 0.78919
O -2.24026 -1.32636 -0.63857
H -5.15444 1.19100 3.94011
H -4.51262 -0.38830 2.40070
H -2.59827 3.43908 2.89976
Br 5.10667 -8.05480 1.44456
C 5.74926 -6.67915 0.28020
C 7.06011 -6.24188 0.42906
C 7.50427 -5.17772 -0.32253
C 6.64527 -4.48544 -1.21362
C 5.34300 -5.02454 -1.40722
C 4.90680 -6.10813 -0.66376
N 7.18775 -3.45175 -1.89728
N 6.58333 -2.42847 -2.46206
C 5.37713 -1.84748 -2.17416
C 4.97622 -0.90179 -3.14768
C 3.78758 -0.20836 -3.09386
C 2.85860 -0.38135 -2.04946
O 1.76942 0.33840 -1.98751
C 3.21568 -1.32861 -1.02168
N 2.31123 -1.52163 -0.02288
C 2.64919 -2.26049 1.01067
C 3.93749 -2.76750 1.19240
C 4.86166 -2.60593 0.17975
C 4.49843 -1.97923 -1.02311
H 7.71228 -6.72218 1.14812
H 8.51696 -4.81056 -0.20656
H 4.68774 -4.57056 -2.14045
H 3.90249 -6.49509 -0.79660
H 5.65932 -0.75163 -3.97555
H 3.53387 0.51760 -3.86215
H 1.87520 -2.44074 1.75084
H 4.20626 -3.26728 2.11598
H 5.87133 -2.95851 0.31913
O 0.45606 -0.21697 2.23222
As 1.50597 0.70341 3.12549
C 0.89207 2.17552 4.22791
C -0.21198 1.95839 5.04271
C -0.69182 2.98217 5.84712
C -0.05467 4.21551 5.84272
C 1.03735 4.43599 5.01410
C 1.51614 3.41496 4.20881
C 3.30319 1.16111 2.53450
C 4.40481 0.74803 3.28374
C 5.68923 1.02162 2.83924
C 5.88606 1.71198 1.65192
C 4.79260 2.14482 0.91683
C 3.50641 1.86053 1.35030
C 1.87386 -0.49818 4.64136
C 2.42947 -0.05502 5.83969
C 2.72913 -0.95461 6.85158
C 2.47113 -2.30891 6.67550
C 1.89109 -2.75730 5.49761
C 1.58532 -1.84933 4.49188
H -0.69938 0.99002 5.01889
H -1.56937 2.82387 6.46254
H -0.42896 5.01771 6.46814
H 1.49655 5.41582 4.97344
H 2.34734 3.58795 3.53539
H 4.26556 0.19604 4.20030
H 6.53819 0.67205 3.41479
H 6.89036 1.89380 1.28866
H 4.94344 2.66026 -0.02380
H 2.64694 2.14920 0.76604
H 2.62960 1.00266 5.97174
H 3.17000 -0.60745 7.77804
H 2.71333 -3.01120 7.46449
H 1.68965 -3.81214 5.35898
H 1.10215 -2.16655 3.57576
C 2.21250 6.32039 -0.83618
C 2.90538 5.14656 -1.10704
C 2.22461 4.03695 -1.57759
C 0.84189 4.06658 -1.76295
C 0.15926 5.24227 -1.48106
C 0.84251 6.36746 -1.03984
As -0.04317 2.38966 -2.23502
C -1.78631 3.10753 -2.79093
C -1.90837 4.10859 -3.75458
C -3.15577 4.59288 -4.11514
C -4.30157 4.07493 -3.51926
C -4.19247 3.06516 -2.57579
C -2.93930 2.58168 -2.21611
C 0.64275 2.18229 -4.06209
C -0.02642 1.25878 -4.86549
C 0.41877 0.96705 -6.14462
C 1.53333 1.62038 -6.65428
C 2.19557 2.55463 -5.87213
C 1.76112 2.82357 -4.57911
H 2.73670 7.18702 -0.45037
H 3.97347 5.08838 -0.93174
H 2.76075 3.11697 -1.78593
H -0.91683 5.28303 -1.57366
H 0.29260 7.27537 -0.82303
H -1.01398 4.50752 -4.21972
H -3.23839 5.37279 -4.86348
H -5.27662 4.45878 -3.79592
H -5.08287 2.64817 -2.12047
H -2.84777 1.78209 -1.48807
H -0.90649 0.76031 -4.46849
H -0.09228 0.21733 -6.73691
H 1.88585 1.39600 -7.65386
H 3.06575 3.06982 -6.26217
H 2.30843 3.53265 -3.97551
C 1.06459 -9.43958 0.06541
C 0.43996 -8.06451 -0.11377
S -0.27773 -7.97394 -1.78365
O -1.71307 -8.06884 -1.63389
O 0.37089 -8.96055 -2.61106
C 0.12186 -6.34783 -2.44345
C -1.01758 -5.37519 -2.12093
N -0.64222 -3.96946 -2.24326
C -0.36309 -3.13105 -1.22340
N 0.01256 -1.94456 -1.67988
C -0.01433 -1.98660 -3.01842
C -0.41198 -3.23643 -3.41166
N -0.55663 -3.69503 -4.72714
O -0.40400 -2.89000 -5.61566
O -0.83102 -4.86399 -4.93420
C -0.48404 -3.48658 0.21118
H 1.51046 -9.53722 1.05086
H 1.83286 -9.59792 -0.68827
H 0.30769 -10.21487 -0.06833
H 1.17292 -7.26235 -0.01524
H -0.39268 -7.89327 0.56632
H 0.23507 -6.47450 -3.51538
H 1.07110 -6.03118 -2.00632
H -1.36623 -5.54387 -1.10504
H -1.83838 -5.56663 -2.80142
H 0.26011 -1.14072 -3.63034
H 0.22640 -4.26893 0.49101
H -1.50057 -3.80925 0.44450
H -0.26709 -2.59650 0.79988
```

The value obtained for the energy above the lowest of the compared OMol25 structures with the same formula, charge and spin is 108.7 kJ/mol. The energy comes out at -309015.455 eV. As for the spin multiplicity: 2. The expectation value of S² is 0.83. Its orbital gap (spin up / spin down) is 3.71 / 5.13 eV. The total charge is -2.

These are the Mulliken partial charges, in e, on atoms 1 to 99: 3.357, -0.596, 1.084, -0.741, 0.064, 1.101, 0.171, -1.190, 0.128, -0.855, -0.504, -0.621, -0.856, -0.409, 0.295, 0.500, 0.611, -0.322, 0.020, -0.483, -0.018, -0.334, -0.005, -0.246, -1.131, -0.545, 0.469, -0.109, -0.810, -0.513, 0.713, -1.159, 1.418, 0.189, -1.894, -0.893, 0.791, 0.370, 0.371, 0.371, 0.423, 0.492, 0.224, -0.126, 0.635, 0.740, -0.263, 1.919, 0.010, -0.174, -0.773, -0.468, -0.718, -0.221, 0.484, -0.755, -0.783, -0.717, -0.486, 0.279, 0.028, -0.541, -0.682, -0.527, -0.560, -0.494, 0.391, 0.411, 0.350, 0.389, 0.406, 0.285, 0.396, 0.363, 0.424, 0.047, 0.453, 0.400, 0.371, 0.428, -0.162, -0.777, -1.012, -0.365, 0.742, -0.784, -0.722, 1.019, -0.135, -0.332, -0.674, -0.488, -0.572, -0.520, 0.632, -0.826, -0.613, -0.589, -0.659